Here is a structure of composition C39H48N6OP2SSn from the Open Molecules 2025 dataset. Energies are from ωB97M-V/def2-TZVPD.

total energy: -87417.9705 eV
strongest force on any atom: 0.74 eV/Å
Kohn-Sham gap (alpha / beta): 6.288 / 5.452 eV
LUMO level (alpha / beta): -11.489 / -11.930 eV
relative energy (zero: lowest compared OMol25 entry of this formula, charge and spin): 1.357 eV
charge: +4

CARTESIAN COORDINATES (ANGSTROEM)
1 Sn 0.621 -0.196 0.465
2 S 5.111 -0.421 -0.837
3 P -0.141 3.185 0.549
4 P 1.469 5.610 -0.688
5 O 1.105 0.099 2.627
6 N -1.948 -3.875 -0.322
7 N 2.592 -0.202 -1.205
8 N 3.827 -0.137 -3.198
9 N -3.998 -2.946 -0.843
10 N 2.817 -0.310 0.156
11 N -2.114 -1.588 -0.264
12 C 1.373 1.680 4.365
13 C -2.921 1.825 3.194
14 C 3.038 5.422 0.084
15 C 4.474 4.704 1.874
16 C -2.171 3.097 -1.443
17 C 1.771 8.325 -0.369
18 C 4.851 0.935 2.447
19 C -1.830 1.960 2.347
20 C 5.381 5.997 0.042
21 C -3.547 4.093 2.717
22 C 1.760 -0.825 4.715
23 C -0.004 8.918 -2.450
24 C -4.060 -0.562 -1.396
25 C -0.057 2.080 -1.988
26 C -4.876 -1.780 -1.031
27 C 0.538 9.932 -1.666
28 C 1.410 9.636 -0.623
29 C 1.395 0.299 3.818
30 C -3.593 -5.332 -1.350
31 C -2.452 4.227 1.874
32 C -0.537 1.747 -3.251
33 C -2.412 -5.266 -0.400
34 C 4.057 -0.432 0.521
35 C 4.535 -0.478 1.934
36 C -3.781 2.899 3.383
37 C -2.649 2.762 -2.702
38 C 1.191 7.300 -1.134
39 C -0.863 2.769 -1.079
40 C -1.831 2.096 -3.610
41 C -2.933 -0.413 -0.384
42 C 0.321 7.600 -2.191
43 C 3.224 4.719 1.285
44 C -4.619 -4.281 -0.962
45 C 0.099 5.020 0.356
46 C -2.734 -2.817 -0.489
47 C -1.581 3.156 1.669
48 C 5.550 5.336 1.253
49 C 3.721 -0.244 -1.872
50 C 4.133 6.033 -0.552
51 H -5.088 -4.528 -0.006
52 H 1.115 -0.816 5.598
53 H 1.806 10.429 -0.004
54 H -2.277 0.427 -0.632
55 H -5.410 -4.213 -1.705
56 H -2.200 1.862 -4.600
57 H -4.696 0.321 -1.383
58 H 3.996 6.546 -1.496
59 H -2.819 3.614 -0.746
60 H -3.350 -0.200 0.616
61 H -1.583 -5.881 -0.743
62 H 0.098 1.229 -3.958
63 H -3.088 0.897 3.726
64 H -4.214 4.933 2.862
65 H -3.257 -5.168 -2.375
66 H 2.774 -0.669 5.094
67 H 1.693 -1.788 4.215
68 H 3.967 1.573 2.382
69 H 6.528 5.308 1.717
70 H -2.295 5.181 1.388
71 H -4.619 2.812 4.062
72 H 5.187 0.888 3.482
73 H 6.222 6.483 -0.433
74 H -1.144 1.127 2.235
75 H -3.662 3.023 -2.980
76 H 0.297 10.964 -1.884
77 H 4.719 -0.237 -3.656
78 H 2.459 8.100 0.436
79 H 3.753 -0.939 2.537
80 H -3.638 -0.665 -2.398
81 H -0.073 6.811 -2.820
82 H 4.618 4.217 2.830
83 H -4.055 -6.316 -1.301
84 H 3.008 -0.247 -3.774
85 H 0.238 5.481 1.340
86 H -0.989 -3.690 -0.080
87 H -5.438 -1.614 -0.107
88 H 2.261 1.869 4.970
89 H -0.664 9.160 -3.272
90 H 5.423 -1.107 1.994
91 H -0.804 5.428 -0.103
92 H -2.691 -5.608 0.599
93 H 1.270 2.416 3.571
94 H 0.968 1.833 -1.722
95 H 5.647 1.397 1.863
96 H -5.594 -2.024 -1.810
97 H 0.517 1.768 5.042
98 H 2.389 4.228 1.768

Results of the Löwdin charge analysis, in e, for atoms 1 through 6: Sn 1.49; S 1.24; P 0.98; P 1.16; O -0.25; N 0.12